1.
A structure of composition C24H60F4K3N2O20S4. Source: the OMol25 dataset; level of theory: ωB97M-V/def2-TZVPD.

2S+1: 1
Max |F|: 11.6 eV/A
Energy: -172954.59277 eV
Total charge: +1
HOMO level: -10.13 eV
LUMO level: -0.189 Eh

XYZ file:
```
117
Properties=species:S:1:pos:R:3:forces:R:3:lowdin_charge:R:1
K -5.064117 -5.851352 5.996545 0.5 -0.2 0.1 0.99
K 4.287683 -5.840442 4.136635 -0.2 0.0 0.1 0.98
K -8.086697 -3.812372 1.377995 0.2 0.2 -0.3 0.98
N 1.404613 -9.893142 6.556225 1.5 2.8 3.4 -0.30
S 1.006283 -9.109142 7.990195 1.2 1.8 1.4 0.66
O 0.096233 -9.786342 8.966095 2.8 2.0 -2.9 -0.31
O 0.895423 -7.653452 7.723235 -0.2 -3.0 0.8 -0.35
F 2.534373 -9.212632 8.617215 -1.7 0.0 -0.3 -0.24
S 0.153273 -10.679602 6.325905 -6.3 -4.4 -3.3 0.43
O -1.114447 -9.911362 6.265425 2.2 -0.8 0.3 -0.36
O 0.061993 -12.015582 6.871705 0.3 1.4 0.1 -0.29
F 0.405383 -11.036972 4.767035 0.2 0.5 0.3 -0.22
N -3.063237 -2.832402 1.896285 -2.6 5.0 0.3 -0.28
S -2.880717 -1.417792 1.011185 -4.3 3.1 -0.6 0.54
O -3.931287 -1.343142 -0.001485 1.7 -0.3 1.2 -0.31
O -1.594727 -0.832722 0.764045 -0.6 -1.1 0.2 -0.25
F -3.456257 -0.495412 2.160065 -0.1 0.3 0.3 -0.20
S -1.848957 -3.418632 1.313375 7.7 -8.6 1.2 0.37
O -0.580887 -3.330942 2.070795 -2.0 1.1 -1.9 -0.32
O -1.880677 -3.619732 -0.097315 0.6 1.0 -0.8 -0.27
F -2.195417 -4.931962 1.785505 -0.6 -0.8 0.3 -0.26
C 9.056503 -1.215422 4.126375 -0.4 1.9 -0.4 -0.07
O 7.671393 -0.740632 3.969545 1.6 -1.2 -0.5 -0.19
C 7.464843 0.072438 2.816565 -1.3 0.0 0.5 -0.21
C 7.270483 -0.559272 1.446205 -0.2 -1.1 -0.6 -0.19
O 6.107793 -1.428912 1.352795 0.4 1.2 -0.2 -0.21
C 5.484583 -1.516882 0.047145 0.6 -0.9 1.5 -0.09
H 9.565433 -1.434202 3.187635 -0.5 -0.7 -0.3 0.08
H 9.188393 -1.998272 4.873265 -0.6 0.0 -0.2 0.08
H 9.625263 -0.341272 4.443395 0.1 0.1 0.5 0.08
H 8.125963 0.936298 2.747725 0.7 -0.3 0.0 0.13
H 6.513753 0.549818 3.052435 -0.3 0.0 -0.1 0.13
H 8.095443 -1.157302 1.059035 0.5 -0.1 0.4 0.12
H 7.217493 0.263208 0.732895 -0.4 0.3 0.0 0.12
H 5.162633 -0.554322 -0.350255 -0.2 0.0 0.2 0.09
H 4.696303 -2.230192 0.287845 -0.6 0.5 -0.5 0.08
H 6.108103 -2.044282 -0.674775 0.4 0.2 -0.1 0.08
C 1.235773 3.361508 6.227565 -1.8 0.2 -0.5 -0.11
O 1.762263 2.806428 7.402415 0.6 0.8 -0.4 -0.17
C 0.881933 1.951138 8.073325 1.1 -1.5 0.8 -0.23
C 0.804013 0.575148 7.424255 -0.7 0.7 -0.2 -0.21
O 2.035453 -0.102322 7.152195 -0.6 0.2 0.0 -0.16
C 3.213883 0.322558 7.856245 -0.3 0.0 -0.2 -0.09
H 0.370063 3.971258 6.486135 -0.3 0.2 0.2 0.08
H 0.837763 2.611998 5.543515 0.2 -0.3 -0.1 0.08
H 1.823963 4.036048 5.605365 1.0 -0.3 0.7 0.09
H -0.138537 2.299108 8.233505 -0.1 0.5 -0.2 0.13
H 1.332783 1.785718 9.051825 -0.1 0.5 0.2 0.11
H 0.148603 0.764678 6.574185 1.0 -0.4 -1.3 0.10
H 0.065663 -0.015722 7.966305 0.5 -0.5 0.9 0.11
H 3.986453 -0.441172 7.767115 -0.3 -0.3 -0.2 0.08
H 3.017403 0.454778 8.920215 0.1 0.2 0.0 0.09
H 3.617023 1.227098 7.400835 -0.1 0.1 0.3 0.09
C -1.591227 -0.187572 -6.623435 -0.2 0.3 0.1 -0.08
O -1.684047 0.679328 -7.801165 1.0 -1.9 0.8 -0.17
C -0.828467 1.833148 -7.816475 -1.2 0.1 0.7 -0.20
C -1.637637 2.851098 -7.063745 -1.1 2.5 -0.1 -0.23
O -3.011627 3.115628 -7.396355 -0.9 -0.2 -1.6 -0.21
C -3.183237 3.585198 -8.798295 0.9 -2.2 1.5 -0.05
H -0.750607 -0.878052 -6.554975 0.7 0.5 -0.6 0.08
H -2.405477 -0.901162 -6.497345 -0.7 0.4 -1.1 0.08
H -1.664757 0.331048 -5.667545 0.4 0.6 -0.1 0.08
H -0.536797 2.123688 -8.825735 -0.5 -0.4 -0.2 0.12
H 0.104983 1.796098 -7.254885 0.2 -0.7 0.1 0.12
H -1.335267 3.892698 -7.172075 1.7 -0.1 0.4 0.12
H -1.639467 2.562718 -6.012585 -0.1 0.1 0.0 0.12
H -4.240137 3.540978 -9.061155 0.1 0.4 0.4 0.09
H -2.693657 2.791498 -9.362615 -0.1 0.1 -0.6 0.07
H -2.663507 4.514908 -9.029895 -0.3 0.3 0.3 0.08
C -8.972387 -8.373042 -4.364095 1.8 0.3 0.1 -0.07
O -7.619367 -8.090362 -3.875895 -1.0 0.6 1.3 -0.23
C -6.575327 -8.962912 -4.241265 0.7 0.1 0.0 -0.17
C -5.168377 -8.705522 -3.498705 -1.5 0.9 -0.6 -0.18
O -4.157217 -8.924272 -4.429605 0.1 -1.0 -0.8 -0.19
C -2.929477 -8.349842 -4.118265 1.0 0.7 -0.1 -0.13
H -8.854917 -8.911042 -5.304765 -0.5 0.2 -0.2 0.08
H -9.426757 -7.386792 -4.458825 0.0 -0.1 -0.4 0.08
H -9.612417 -8.942992 -3.690595 0.4 -0.3 0.3 0.08
H -6.416907 -8.775562 -5.303295 0.5 -0.4 -0.2 0.12
H -6.899857 -9.991882 -4.086415 0.2 -0.2 0.0 0.12
H -5.056037 -9.303732 -2.594465 0.0 -0.4 0.0 0.12
H -5.039367 -7.666472 -3.195645 -0.8 0.4 0.2 0.11
H -2.640567 -8.440902 -3.071195 0.0 -0.3 0.1 0.09
H -2.850947 -7.290092 -4.360905 -0.7 0.5 0.1 0.09
H -2.133927 -8.733952 -4.756745 -0.2 -0.7 0.1 0.09
C -6.698697 5.863268 -2.823255 -0.8 0.8 -1.1 -0.09
O -7.270847 7.096418 -3.302805 0.5 1.0 0.6 -0.22
C -7.919427 7.089328 -4.591135 -0.6 0.1 1.4 -0.16
C -8.260507 8.536568 -5.174405 0.3 -0.9 0.7 -0.18
O -7.145037 9.363628 -5.281785 -0.1 1.0 -0.3 -0.15
C -6.353357 8.905348 -6.307185 3.2 0.2 -0.5 -0.16
H -6.165037 5.981668 -1.880235 0.1 0.7 -0.2 0.08
H -6.014777 5.536148 -3.606415 0.1 -0.6 0.2 0.08
H -7.491847 5.153808 -2.587325 -0.1 -0.4 -0.4 0.08
H -8.872937 6.612698 -4.363665 -0.4 -0.2 -0.7 0.11
H -7.333877 6.422408 -5.223955 -0.1 0.3 -0.6 0.11
H -8.992737 9.130928 -4.627885 0.1 -0.6 0.7 0.13
H -8.715827 8.447548 -6.160745 -0.1 -0.6 -0.2 0.11
H -6.677387 8.969898 -7.345905 -1.3 -1.1 0.1 0.10
H -5.774947 8.062988 -5.927765 -0.7 -1.2 -0.8 0.09
H -5.450647 9.469638 -6.541255 0.1 1.5 1.1 0.08
C 10.352483 5.834838 2.226295 -0.6 0.7 -0.3 -0.11
O 9.107923 5.856128 1.519025 -0.3 0.9 0.4 -0.18
C 8.139993 6.777488 2.096985 -0.4 -2.1 0.6 -0.20
C 6.866283 6.788118 1.260935 1.6 0.7 0.2 -0.24
O 6.200223 5.557948 1.320835 0.9 -0.4 0.0 -0.18
C 5.010653 5.548328 0.561915 0.6 0.0 0.4 -0.10
H 10.804363 6.823218 2.142575 0.1 0.3 0.4 0.08
H 11.083303 5.170568 1.765045 -0.5 -0.4 -0.1 0.08
H 10.174393 5.574508 3.269655 0.2 -0.1 0.1 0.08
H 8.499693 7.764478 2.387815 0.4 0.3 -0.9 0.12
H 7.766373 6.400408 3.048995 0.4 -0.6 0.5 0.12
H 7.234573 7.099638 0.283485 -0.7 -0.3 -0.7 0.13
H 6.292473 7.609678 1.689755 -0.6 0.1 -0.1 0.12
H 4.453553 6.372858 1.006765 -0.9 -0.1 -0.8 0.09
H 4.532343 4.573498 0.656975 -0.1 0.2 0.5 0.09
H 5.237323 5.620208 -0.501825 -0.1 0.6 -0.2 0.09
```
Positions in Å, forces in eV/Å.

***

2.
The ion C5H8N with charge +1. Source: the OMol25 dataset; level of theory: ωB97M-V/def2-TZVPD.

2S+1: 1
Max |F|: 4.6 eV/A
Energy relative to the best compared isomer or geometry (same formula, charge and spin): 388.1 kJ/mol
SMILES: C=[N+]1[C@@H]2CC[C@@H]21
Energy: -6794.06576 eV
Total charge: +1
HOMO level: -16.21 eV
LUMO level: -0.173 Eh

XYZ file:
```
14
Properties=species:S:1:pos:R:3:forces:R:3:nbo_charge:R:1
C 2.169226 0.058622 -0.353141 0.4 -2.4 0.5 0.14
N 1.046091 0.070315 0.151949 -2.8 0.6 0.9 -0.22
C -0.008898 -0.581660 0.807356 -2.0 -1.1 -1.6 -0.06
C -1.115651 -0.854294 -0.263007 3.1 -1.1 -1.9 -0.39
C -1.305934 0.670512 -0.357779 1.4 0.2 -3.7 -0.41
C -0.165205 0.903016 0.572999 1.5 -1.0 0.2 0.00
H 2.569576 0.943285 -0.533557 1.8 4.1 -1.4 0.20
H 2.802586 -0.784317 -0.509930 -0.1 -1.0 0.2 0.23
H 0.022897 -1.306817 1.559063 1.0 -0.4 1.6 0.27
H -1.891463 -1.440416 0.077434 -1.9 -0.8 1.2 0.24
H -0.691916 -1.587362 -1.128127 -0.8 2.4 1.5 0.24
H -1.288720 1.127540 -1.403793 0.1 -0.4 1.5 0.25
H -2.121791 1.062285 0.144197 -2.1 0.3 0.9 0.25
H -0.020804 1.719287 1.236340 0.4 0.5 0.4 0.26
```
Positions in Å, forces in eV/Å.

***

3.
A structure of composition C22H22F4N4OReS2. Source: the OMol25 dataset; level of theory: ωB97M-V/def2-TZVPD.

2S+1: 2
⟨S²⟩: 0.757
Max |F|: 0.7 eV/A
Energy relative to the best compared isomer or geometry (same formula, charge and spin): 0.0 kJ/mol
Energy: -65850.08516 eV
HOMO level (alpha / beta): -7.98 / -8.25 eV
LUMO level (alpha / beta): -0.021 / -0.037 Eh

XYZ file:
```
56
Properties=species:S:1:pos:R:3:forces:R:3:mulliken_spin:R:1
Re -0.198423 -0.322759 0.225389 -0.1 -0.6 0.1 0.85
C -2.001010 -2.727977 -0.732336 0.0 0.0 -0.1 0.01
N -1.300655 -2.306797 0.486535 0.1 0.0 0.2 -0.03
C -2.251301 -2.266248 1.609396 -0.1 -0.1 0.0 0.00
C -0.204679 -3.236161 0.790127 0.0 -0.1 0.1 0.01
C 0.944303 -3.032475 -0.184364 -0.1 0.0 -0.3 -0.01
N 0.947019 -1.648535 -0.686302 0.0 0.6 -0.3 0.04
C 1.716693 -1.398847 -1.834087 -0.1 0.1 0.2 -0.03
C 1.316933 -0.462941 -2.796890 -0.1 -0.1 0.0 0.03
F 0.143626 0.183976 -2.664346 -0.1 -0.1 0.1 0.02
C 2.044913 -0.212429 -3.940251 0.1 -0.1 0.0 0.00
F 1.569794 0.681673 -4.812817 0.0 0.0 0.0 0.00
C 3.226620 -0.879031 -4.200407 -0.1 0.1 -0.1 0.00
C 3.635588 -1.802042 -3.269883 0.1 -0.2 0.1 0.00
F 4.779960 -2.472559 -3.451664 0.0 0.0 0.0 0.00
C 2.913921 -2.055369 -2.115221 0.2 0.0 0.0 0.01
F 3.439670 -2.926837 -1.240079 0.0 0.0 0.0 0.00
H -2.428046 -3.727894 -0.601706 0.0 0.0 0.0 0.00
H -2.793314 -2.017048 -0.940769 0.0 0.0 0.0 0.00
H -1.308932 -2.739843 -1.573277 0.0 0.0 0.0 0.00
H -2.694164 -3.255529 1.769877 0.0 0.0 0.0 0.00
H -1.735516 -1.948079 2.512852 0.0 0.0 0.0 0.00
H -3.035713 -1.550113 1.378127 0.0 0.0 0.0 0.01
H 0.116487 -3.036098 1.810392 0.0 0.0 0.0 0.00
H -0.552264 -4.275617 0.750249 0.0 0.0 0.0 0.00
H 1.876944 -3.268431 0.326454 0.0 0.0 0.0 0.00
H 0.855068 -3.713681 -1.037026 0.0 0.0 0.0 0.00
H 3.803952 -0.683841 -5.092045 0.0 0.0 0.0 0.00
S 0.684004 -0.432970 2.310781 -0.5 0.5 0.1 -0.02
C 1.395710 1.148953 2.640239 0.2 -0.1 -0.1 0.02
C 1.852400 1.470013 3.914122 0.0 -0.1 -0.1 0.00
C 2.421841 2.708897 4.155786 0.1 0.1 0.4 0.02
C 2.878086 3.031391 5.490242 -0.1 -0.1 -0.4 0.00
N 3.223626 3.272442 6.558672 0.0 0.0 0.0 0.01
C 2.540995 3.636027 3.108333 0.2 0.4 0.1 0.00
C 2.085835 3.310215 1.844001 0.0 0.0 -0.1 0.01
C 1.507366 2.066614 1.601000 -0.2 0.1 -0.1 0.00
S 0.867771 1.695262 -0.000072 0.3 -0.1 0.0 0.05
C 3.127901 4.940244 3.335727 -0.1 -0.4 0.0 0.00
N 3.593574 5.977877 3.494620 0.0 0.0 0.0 0.00
H 1.760917 0.755864 4.722267 0.0 0.0 0.0 0.00
H 2.174736 4.031237 1.041746 0.0 0.0 0.0 0.00
C -4.069373 1.297541 -0.028171 0.0 -0.1 0.1 0.00
C -2.807031 1.155996 -0.864685 0.0 -0.1 0.2 0.00
C -3.141011 0.554562 -2.222146 0.0 -0.1 0.0 0.00
C -2.143378 2.504594 -1.039409 0.1 0.1 0.0 0.01
O -1.975901 0.206032 -0.136790 0.0 0.1 -0.2 0.02
H -4.775040 1.973974 -0.510924 0.0 0.0 0.0 0.00
H -3.824256 1.694552 0.958095 0.0 0.0 0.0 0.00
H -4.552080 0.326150 0.097707 0.0 0.0 0.0 0.00
H -3.829291 1.211496 -2.756245 0.0 0.0 0.0 0.00
H -3.626304 -0.415735 -2.108092 0.0 0.0 0.0 0.00
H -2.244353 0.433990 -2.827216 0.0 0.0 0.0 0.00
H -2.836554 3.176309 -1.549109 0.0 0.0 0.0 0.00
H -1.238218 2.430172 -1.640824 0.0 0.0 0.0 0.00
H -1.879441 2.939838 -0.075585 0.0 0.0 0.0 0.00
```
Positions in Å, forces in eV/Å.

***

4.
The molecule C9H11N3O. Source: the OMol25 dataset; level of theory: ωB97M-V/def2-TZVPD.

2S+1: 1
Max |F|: 6.6 eV/A
Energy relative to the best compared isomer or geometry (same formula, charge and spin): 190.9 kJ/mol
SMILES: O=c1nccc(NC2=CCCC2)[nH]1
Energy: -16026.93633 eV
HOMO level: -7.89 eV
LUMO level: 0.014 Eh

XYZ file:
```
24
Properties=species:S:1:pos:R:3:forces:R:3:nbo_charge:R:1
O -0.447889 0.800972 3.711476 1.9 -0.3 3.5 -0.61
C -1.147358 0.361738 2.860142 -2.9 0.1 3.0 0.73
N -2.374690 -0.314696 3.109305 0.2 0.9 -0.2 -0.49
C -3.137729 -0.484637 2.073383 2.3 -1.9 -1.7 0.14
C -2.570486 -0.399120 0.709007 -2.2 0.6 3.6 -0.45
C -1.432844 0.320447 0.569044 -2.4 -1.7 -0.9 0.42
N -1.015746 0.319390 -0.718871 0.6 1.6 0.9 -0.56
C 0.327506 0.301702 -0.993658 0.7 -2.1 -1.9 0.14
C 0.673498 0.013161 -2.244116 -1.9 -0.3 -1.4 -0.23
C 2.098188 -0.097464 -2.413802 1.4 1.8 1.1 -0.44
C 2.636728 -0.478501 -1.051459 0.0 1.6 1.5 -0.38
C 1.574229 0.169630 -0.100317 -1.0 -0.1 1.7 -0.45
N -0.856115 0.862766 1.685476 1.7 0.5 -6.4 -0.58
H -4.031684 -1.099823 2.205121 -0.2 0.6 0.2 0.19
H -3.079899 -0.939856 -0.046685 -0.1 -0.1 -0.8 0.22
H -1.695933 -0.003033 -1.435478 1.1 0.4 1.0 0.42
H -0.031975 -0.137107 -3.109833 0.6 0.4 1.1 0.20
H 2.464454 -0.696891 -3.157514 0.6 -1.7 -2.0 0.21
H 2.440032 0.906910 -2.639026 0.5 0.4 -0.3 0.20
H 3.556975 0.115567 -0.753706 -0.4 -1.6 -0.7 0.22
H 2.664773 -1.580840 -0.958766 0.3 0.7 0.3 0.22
H 1.445620 -0.410138 0.897660 0.0 0.8 -1.7 0.23
H 1.838362 1.211042 0.197783 0.4 -0.6 -0.1 0.21
H 0.101983 1.258782 1.604835 -1.3 -0.2 0.3 0.43
```
Positions in Å, forces in eV/Å.